Formula: H6O3
Source: the OMol25 dataset
Level of theory: ωB97M-V with the def2-TZVPD basis set

Positions of all 9 atoms, in Å:
O: 0.303 -0.709 -2.075
H: 0.737 -0.098 -2.671
H: 0.981 -1.345 -1.847
O: -1.018 0.079 0.118
H: -0.412 -0.167 -0.581
H: -1.810 -0.427 -0.062
O: 0.623 0.565 2.350
H: 0.733 1.301 2.951
H: -0.138 0.800 1.818

Values from the calculation:
Energy above the lowest of the compared OMol25 structures with the same formula, charge and spin: 29.28 kJ/mol
HOMO level (alpha / beta): -16.8 / -16.6 eV
Spin multiplicity: 2
<S²>: 0.757
Charge: +1

Atom charges from the Löwdin analysis, given in e for atoms 1 to 6: O -0.0099; H 0.0797; H 0.0756; O 0.2063; H 0.0307; H 0.1220

=====

Formula: C3H2O2
Source: the OMol25 dataset
Level of theory: ωB97M-V with the def2-TZVPD basis set

Positions of all 7 atoms, in Å:
C: -1.194 -0.445 0.164
C: 0.055 -1.360 0.264
C: 1.527 0.538 0.395
O: -1.082 0.727 0.379
O: 0.948 -0.508 0.214
H: -1.947 -1.147 0.147
H: 1.966 1.240 -0.339

Values from the calculation:
Energy above the lowest of the compared OMol25 structures with the same formula, charge and spin: 649.39 kJ/mol
HOMO level (alpha / beta): -8.9 / -8.9 eV

Atom charges from the Löwdin analysis, given in e for atoms 1 to 6: C -0.2222; C 0.0109; C 0.1231; O 0.0795; O -0.1481; H 0.0778

=====

Formula: C4H9N2O2
Source: the OMol25 dataset
Level of theory: ωB97M-V with the def2-TZVPD basis set

Positions of all 17 atoms, in Å:
C: -2.458 0.162 -0.502
C: 0.947 0.039 -0.747
C: 0.761 0.573 0.664
C: -0.171 -0.435 0.123
N: -2.497 1.438 -0.620
N: -0.196 -1.788 0.612
O: -2.994 -0.840 -0.701
O: 0.388 1.860 0.993
H: 0.781 0.778 -1.533
H: 1.759 -0.534 -0.881
H: 1.468 0.051 1.334
H: -1.788 2.138 -0.429
H: -3.217 1.933 -1.111
H: -1.166 -2.065 0.658
H: 0.102 -1.883 1.544
H: 0.294 -2.427 0.026
H: 1.111 2.496 1.180

Values from the calculation:
Energy above the lowest of the compared OMol25 structures with the same formula, charge and spin: 402.61 kJ/mol
HOMO level: -12.5 eV
Charge: +1

Atom charges from the Löwdin analysis, given in e for atoms 1 to 6: C -0.2781; C -0.0282; C -0.3540; C -0.2267; N 0.2265; N 0.2372